Density functional theory data (ωB97M-V with the def2-TZVPD basis set) for C16H24F12MnO12P2 as an isolated structure at a distorted geometry.

```
67
Properties=species:S:1:pos:R:3
H -1.21 4.80 -4.12
H 0.88 -3.39 5.63
H -3.45 3.71 -3.86
C 0.74 -4.56 2.68
H -3.40 0.70 4.82
H 5.23 -1.27 -2.83
H -3.24 2.44 4.41
C -2.95 2.94 -4.45
H 3.88 0.44 -4.83
O 1.79 0.83 -1.37
O 3.09 1.10 -3.09
F 3.32 1.33 3.36
F 1.81 2.98 3.34
O 3.36 -0.67 -1.96
P 2.05 1.71 2.32
O -0.21 2.67 -0.95
C 0.22 -2.35 2.42
C -0.56 2.97 -2.06
P -0.54 -1.92 -1.59
F -1.04 -0.33 -1.29
C 3.59 -2.06 -3.96
C -1.57 2.65 -3.99
C -2.49 0.99 2.00
O -2.17 1.09 3.32
H -5.65 -0.37 3.09
O 1.12 -2.37 3.31
C 4.12 0.47 -3.77
F 0.59 -1.30 -0.53
H -1.16 1.87 -4.62
C -3.32 1.43 4.02
F 2.25 0.35 1.47
C -4.39 1.58 2.99
O -1.65 2.39 -2.66
H -3.22 3.07 -5.50
F 0.28 -1.46 -2.95
C 1.65 -3.65 3.55
H -4.75 2.60 2.98
C 2.70 0.45 -2.09
O -3.73 1.34 1.81
C -5.62 0.71 3.12
H 5.10 0.94 -3.78
H 1.67 -4.93 5.33
H 2.66 -3.50 5.58
H 2.66 -1.76 -4.44
C -0.63 3.89 -4.07
Mn 0.36 0.52 0.36
H 3.57 -3.07 -3.55
H -3.55 2.08 -4.17
H 1.28 -4.99 1.84
C 4.22 -0.96 -3.10
H 4.20 -2.10 -4.87
F 0.79 2.16 1.46
H -6.10 0.91 4.08
O -0.04 -1.26 1.86
C 1.73 -3.86 5.13
O -0.13 -3.55 2.18
H 2.67 -3.65 3.18
F 0.02 -3.41 -1.78
F -1.41 -2.44 -0.39
F -1.72 -2.29 -2.61
H -0.04 3.62 -4.95
O 0.11 3.64 -2.92
H -6.39 1.22 2.54
H 0.36 -5.32 3.36
O -1.64 0.82 1.12
F 2.94 2.51 1.23
F 0.95 0.86 3.18
```

Output
**HOMO (alpha / beta)**: -10.008 / -10.499 eV
**Orbital gap (alpha / beta)**: 10.589 / 11.079 eV
**Spin multiplicity**: 6
**Energy above the lowest of the compared OMol25 structures with the same formula, charge and spin**: 0.0 kcal per mole
**Charge**: 0

Partial charges, Mulliken, in e: atom 1 (H): 0.331, atom 2 (H): 0.343, atom 3 (H): 0.347, atom 4 (C): -0.333, atom 5 (H): 0.333, atom 6 (H): 0.329, atom 7 (H): 0.252, atom 8 (C): -1.661, atom 9 (H): 0.317, atom 10 (O): -0.563, atom 11 (O): -0.338, atom 12 (F): -0.409, atom 13 (F): -0.399, atom 14 (O): -0.276, atom 15 (P): 1.321, atom 16 (O): -0.563, atom 17 (C): 0.283, atom 18 (C): 0.443, atom 19 (P): 1.509, atom 20 (F): -0.595, atom 21 (C): -1.312, atom 22 (C): 0.628, atom 23 (C): 0.219, atom 24 (O): -0.327, atom 25 (H): 0.341, atom 26 (O): -0.309, atom 27 (C): -0.662, atom 28 (F): -0.505, atom 29 (H): 0.205, atom 30 (C): -0.422, atom 31 (F): -0.404, atom 32 (C): 0.437, atom 33 (O): -0.238, atom 34 (H): 0.393, atom 35 (F): -0.402, atom 36 (C): 0.223, atom 37 (H): 0.259, atom 38 (C): 0.400, atom 39 (O): -0.321, atom 40 (C): -1.521, atom 41 (H): 0.322, atom 42 (H): 0.400, atom 43 (H): 0.327, atom 44 (H): 0.264, atom 45 (C): -0.530, atom 46 (Mn): 3.257, atom 47 (H): 0.347, atom 48 (H): 0.374, atom 49 (H): 0.281, atom 50 (C): 0.437, atom 51 (H): 0.442, atom 52 (F): -0.528, atom 53 (H): 0.419, atom 54 (O): -0.381, atom 55 (C): -1.307, atom 56 (O): -0.384, atom 57 (H): 0.268, atom 58 (F): -0.433, atom 59 (F): -0.349, atom 60 (F): -0.365, atom 61 (H): 0.347, atom 62 (O): -0.323, atom 63 (H): 0.386, atom 64 (H): 0.330, atom 65 (O): -0.203, atom 66 (F): -0.390, atom 67 (F): -0.367


Density functional theory data (ωB97M-V with the def2-TZVPD basis set) for a 2-piece molecular cluster, C13H25FN2O6 overall at a distorted geometry.

```
47
Properties=species:S:1:pos:R:3
C 2.05 -5.59 2.75
C -0.01 3.61 -0.68
C -0.90 -4.22 3.11
H -1.40 2.82 -2.26
H -2.32 6.46 -0.74
H -0.37 -2.25 1.23
C -1.07 -1.15 -1.56
C -0.38 1.01 -1.20
H -1.93 2.47 -0.50
O -1.60 0.17 -1.28
H -1.02 1.12 -4.01
H -0.73 4.97 -2.29
H -1.38 5.49 1.39
C 0.33 0.50 -2.55
H 2.27 0.70 -3.62
C 1.92 0.28 -2.60
O 0.70 -5.93 2.44
H 0.63 -3.72 1.13
O -1.31 -2.23 -0.99
H 0.03 0.67 -0.18
C -1.04 2.49 -1.23
H -0.96 -6.31 3.55
H 1.03 3.56 -1.16
O -0.19 -0.88 -2.68
H -1.62 -3.98 3.90
N -2.23 5.13 0.92
H 2.14 -4.59 3.16
H 2.46 -6.32 3.46
C -0.61 5.05 -1.13
O 0.03 -3.13 3.05
C 2.76 1.05 -1.49
O 3.80 1.66 -1.86
H 2.17 -0.84 -2.65
C -2.09 5.34 -0.55
C 0.42 -2.83 1.72
H 1.32 -2.22 1.76
H -1.45 -4.31 2.17
C -0.20 -5.53 3.47
H 0.31 -5.45 4.43
H 0.08 5.92 -0.84
N 0.00 1.11 -3.86
F 2.48 1.08 -0.09
H -2.87 4.77 -1.17
H 0.02 3.49 0.46
H 0.33 2.10 -3.86
H 2.63 -5.64 1.82
H -2.22 4.11 1.12
```

Output
**HOMO**: -9.091 eV
**Orbital gap**: 9.397 eV
**Spin multiplicity**: 1
**SMILES**: NCCCC[C@H]1OC(=O)O[C@]1(N)CC(=O)F.COCCOC
**Energy above the lowest of the compared OMol25 structures with the same formula, charge and spin**: 79.4 kcal per mole
**Charge**: 0

Partial charges, Mulliken, in e: atom 1 (C): -0.749, atom 2 (C): -0.114, atom 3 (C): -0.470, atom 4 (H): 0.259, atom 5 (H): 0.322, atom 6 (H): 0.286, atom 7 (C): 0.469, atom 8 (C): 0.221, atom 9 (H): 0.223, atom 10 (O): -0.455, atom 11 (H): 0.347, atom 12 (H): 0.285, atom 13 (H): 0.269, atom 14 (C): 0.751, atom 15 (H): 0.308, atom 16 (C): -0.902, atom 17 (O): -0.388, atom 18 (H): 0.341, atom 19 (O): -0.508, atom 20 (H): 0.482, atom 21 (C): -0.872, atom 22 (H): 0.369, atom 23 (H): 0.166, atom 24 (O): -0.414, atom 25 (H): 0.390, atom 26 (N): -0.638, atom 27 (H): 0.325, atom 28 (H): 0.326, atom 29 (C): -0.670, atom 30 (O): -0.413, atom 31 (C): 0.684, atom 32 (O): -0.523, atom 33 (H): 0.360, atom 34 (C): -0.534, atom 35 (C): -0.689, atom 36 (H): 0.276, atom 37 (H): 0.268, atom 38 (C): -0.451, atom 39 (H): 0.309, atom 40 (H): 0.347, atom 41 (N): -0.700, atom 42 (F): -0.234, atom 43 (H): 0.250, atom 44 (H): 0.287, atom 45 (H): 0.246, atom 46 (H): 0.251, atom 47 (H): 0.305